[1]
# C5H9N

A molecular structure, C5H9N (ωB97M-V with the def2-TZVPD basis set, OMol25).

Geometry as XYZ:
```
15
Properties=species:S:1:pos:R:3:forces:R:3
C 1.4906 0.4851 -0.5607 0.032 0.008 -0.039
C 0.4870 0.1942 0.5500 0.069 0.044 0.062
C -0.8441 0.9243 0.3278 0.040 0.280 0.100
C -0.0531 -1.2481 0.4731 0.009 -0.089 0.011
C -1.2544 -0.8732 -0.3481 -0.369 -0.378 -0.382
N -2.1390 -1.0613 -1.1608 0.467 -0.033 0.410
H 2.3914 -0.1301 -0.4576 -0.131 0.082 -0.007
H 1.7912 1.5381 -0.5419 -0.046 -0.151 -0.004
H 1.0527 0.2807 -1.5463 0.042 0.017 0.140
H 0.9379 0.4069 1.5254 -0.071 -0.039 -0.137
H -0.7752 1.8569 -0.2453 -0.017 -0.133 0.071
H -1.4144 1.0848 1.2479 0.067 -0.038 -0.132
H -1.8607 0.1667 -0.7097 -0.038 0.264 0.001
H -0.3901 -1.6190 1.4475 0.030 0.053 -0.138
H 0.5803 -2.0059 -0.0014 -0.085 0.115 0.045
```
Forces are in eV/Å.

Output
net charge	0
gap between HOMO and LUMO	9.0	eV

Here are the natural (NBO) charges for atoms 1 to 8, given in e: -0.61 -0.22 -0.68 -0.49 0.25 -0.49 0.21 0.22

[2]
# C4H11NO3

2 unconnected molecules or ions with the total composition C4H11NO3 (ωB97M-V with the def2-TZVPD basis set, OMol25).

Geometry as XYZ:
```
19
Properties=species:S:1:pos:R:3:forces:R:3
O 2.0707 -1.9285 2.6464 0.098 0.609 0.038
C 1.2452 -1.8084 1.7804 0.430 -1.175 0.353
N 0.6092 -0.5795 1.6188 -0.815 0.919 0.110
C -0.6569 -0.3406 1.0053 -0.616 -1.117 0.370
C -0.4919 0.2503 -0.4621 0.577 -0.361 1.214
C -1.0260 -0.7679 -1.4328 1.574 -1.652 -2.029
O -1.1190 -0.3130 -2.7731 0.051 0.130 0.675
H 0.9447 -2.6825 1.1922 -0.451 0.451 -0.385
H 0.9824 0.1946 2.1756 0.352 -0.188 -0.051
H -1.2177 -1.2816 0.9957 0.252 -0.041 -0.334
H -1.2596 0.3258 1.6111 0.303 0.431 0.197
H 0.5909 0.3125 -0.5649 -0.172 0.629 -0.641
H -0.9259 1.2405 -0.4046 -0.085 0.112 -0.427
H -0.2151 -1.5060 -1.5928 -0.134 0.087 0.604
H -1.8357 -1.4345 -1.1502 -0.839 0.719 0.407
H -1.6402 0.4823 -2.8152 -0.547 0.480 -0.144
H 0.8195 3.5930 -1.1341 0.033 0.087 -0.022
H 2.0261 3.2107 -0.2912 0.615 0.231 0.033
O 1.0993 3.0328 -0.4045 -0.626 -0.352 0.032
```
Forces are in eV/Å.

Output
net charge	+1
gap between HOMO and LUMO (spin up / spin down)	10.6 / 5.3	eV
spin multiplicity	2

Here are the natural (NBO) charges for atoms 1 to 8, given in e: -0.33 0.46 -0.24 -0.27 -0.37 -0.09 -0.66 0.19

[3]
# C13H21NO10S

A molecular structure, C13H21NO10S (ωB97M-V with the def2-TZVPD basis set, OMol25).

Geometry as XYZ:
```
46
Properties=species:S:1:pos:R:3:forces:R:3
C -2.2711 -0.7578 -5.1734 0.055 0.015 -0.008
C -0.9333 -1.0403 -4.5551 0.036 0.101 0.042
N 0.0956 -1.1175 -5.2924 -0.076 -0.049 -0.014
C -0.9217 -1.2219 -3.0441 -0.038 -0.010 -0.049
C -0.5087 0.0312 -2.2817 -0.057 -0.011 0.182
C 0.7813 0.7412 -2.7606 0.021 -0.041 -0.057
O 1.5303 1.0308 -1.5642 -0.001 0.083 0.004
S 1.2936 -0.1872 -0.5826 0.072 -0.115 0.115
O 1.4635 0.2436 0.7566 0.059 -0.037 -0.076
O 1.9854 -1.3321 -1.0718 -0.041 0.039 0.022
O -0.2501 -0.3302 -0.8901 -0.031 0.026 -0.080
H -2.7487 0.1088 -4.7091 0.018 0.008 0.002
H -2.1628 -0.5952 -6.2414 -0.005 0.041 -0.017
H -2.9329 -1.6101 -5.0062 -0.020 -0.008 0.008
H 0.9309 -1.3637 -4.7603 -0.056 -0.054 0.014
H -0.2532 -2.0381 -2.7648 0.090 0.055 -0.038
H -1.9268 -1.4736 -2.7060 0.036 -0.161 0.050
H -1.3352 0.7352 -2.2083 0.020 0.075 -0.144
H 1.3837 0.1165 -3.4147 0.008 -0.033 0.045
H 0.5842 1.6879 -3.2517 -0.041 0.020 0.019
C 0.6612 -2.1664 3.2453 -0.115 0.023 -0.116
C 1.5685 -3.3578 3.1107 0.071 0.009 0.013
C 2.7993 -3.1623 2.2456 -0.031 0.081 0.014
O 3.0415 -4.4882 1.7615 -0.003 -0.001 -0.025
C 1.8593 -5.1496 1.7508 -0.023 -0.024 -0.055
O 1.6765 -6.2051 1.2382 0.013 0.036 0.020
O 0.9157 -4.4320 2.4054 -0.006 -0.025 0.043
H 1.1260 -1.4167 3.8863 0.012 0.008 -0.014
H 0.4690 -1.7151 2.2721 -0.005 0.002 0.011
H -0.2916 -2.4555 3.6871 0.038 -0.027 0.054
H 1.8539 -3.7459 4.0935 -0.015 0.005 0.003
H 3.6704 -2.8020 2.7859 0.036 -0.092 0.000
H 2.5913 -2.5104 1.3936 0.014 0.029 0.023
C -0.2240 2.6265 1.9629 -0.093 0.002 0.101
C -1.0806 3.8248 1.6603 0.011 0.041 -0.058
C -0.8354 5.0677 2.4938 0.012 -0.026 0.053
O -2.1239 5.6902 2.5014 -0.015 -0.010 0.040
C -3.0590 4.7251 2.3162 -0.026 0.006 0.000
O -4.2289 4.8835 2.4364 0.039 -0.004 0.003
O -2.4628 3.5591 1.9726 -0.016 0.018 -0.042
H 0.7912 2.7838 1.5997 -0.002 -0.010 0.007
H -0.1900 2.4349 3.0363 -0.006 0.005 -0.003
H -0.6250 1.7410 1.4731 0.040 0.020 -0.039
H -1.0377 4.0782 0.5957 0.016 -0.033 -0.002
H -0.1049 5.7552 2.0768 -0.036 0.016 -0.038
H -0.5640 4.8093 3.5208 0.041 0.011 -0.012
```
Forces are in eV/Å.

Output
net charge	0
gap between HOMO and LUMO	10.7	eV

Here are the natural (NBO) charges for atoms 1 to 8, given in e: -0.67 0.32 -0.61 -0.51 0.08 -0.12 -0.68 2.56

[4]
# C17H33BNO13P2

3 unconnected molecules or ions with the total composition C17H33BNO13P2 (ωB97M-V with the def2-TZVPD basis set, OMol25).

Geometry as XYZ:
```
67
Properties=species:S:1:pos:R:3:forces:R:3
C 4.3665 -0.9898 1.9908 0.328 0.244 -0.494
C 4.7428 -0.1122 0.6568 -0.990 0.834 -0.882
B 3.6041 1.1071 0.4809 -0.273 -1.857 -1.499
O 2.3983 0.7523 -0.2932 1.941 2.744 1.911
O 3.9208 2.4238 1.0684 -3.648 -0.645 3.152
C 3.0695 2.7001 2.2631 3.119 0.806 4.232
O 3.5872 2.8385 3.4963 -3.939 -0.954 -8.786
C 1.4439 2.8784 1.9318 -3.194 -0.693 -0.269
C 0.8330 4.1967 1.1590 -2.860 -3.783 1.251
C -0.7883 4.1972 0.8621 2.940 -2.290 1.423
N -1.6713 3.0132 1.2734 4.804 -0.287 1.167
C -1.1416 1.7820 2.0143 2.175 1.610 -0.396
C -2.2230 0.5944 2.3886 0.030 0.489 -0.886
C -1.7505 -0.8139 1.6262 0.267 -0.341 1.723
O -0.9507 -0.5653 0.4064 -3.228 0.461 -1.767
C -1.7997 -0.1737 -0.7304 0.024 -2.555 -5.644
O -1.7399 -0.6939 -1.9669 0.248 3.361 8.712
C 0.4680 1.6402 2.3817 -2.163 3.862 -2.248
H 4.9729 -0.5594 2.8966 -1.306 -1.066 -1.651
H 3.2134 -0.8656 2.1799 2.195 -0.534 -0.158
H 4.6277 -2.1225 1.7737 -0.607 2.426 0.772
H 5.7767 0.4347 0.6958 -1.755 -1.476 0.021
H 4.6250 -0.7709 -0.3238 0.528 1.308 2.144
H 1.8277 1.5510 -0.4946 0.925 -1.232 0.259
H 1.5815 5.0470 0.8525 -1.974 -1.761 0.510
H -1.2812 5.0922 0.2892 0.882 -2.104 1.296
H -2.6915 3.0303 1.0433 1.337 0.093 0.320
H -2.2638 0.4507 3.5504 0.212 0.280 -2.280
H -3.3216 0.8821 2.0255 2.503 -0.346 0.775
H -2.6691 -1.5299 1.4512 1.802 1.597 0.188
H -1.0244 -1.3812 2.3846 -1.485 1.257 -1.955
H -2.6251 0.6739 -0.5720 1.856 -1.812 0.171
H 0.8184 0.6635 2.9395 -0.668 2.333 -1.320
C 3.0770 6.3648 -3.9407 0.182 0.733 0.204
O 3.0095 5.0477 -4.4597 -2.607 0.945 -2.271
P 1.5179 4.2292 -4.1458 4.326 -6.774 6.188
O 1.8913 4.1351 -2.6599 -0.889 1.283 -0.298
O 2.1019 2.8995 -4.9268 -0.972 1.369 -0.282
C 2.6047 3.0554 -6.2386 0.619 -0.216 -0.694
O 0.0264 3.4109 -3.8319 -1.206 2.452 -2.422
C 0.0527 2.2000 -3.0916 0.390 -0.338 -0.070
H 3.9847 6.8410 -4.3196 -0.140 -0.165 -0.066
H 2.2092 6.9419 -4.2765 0.295 0.163 0.121
H 3.1166 6.3480 -2.8497 -0.085 -0.071 -0.101
H 3.6889 3.1777 -6.1923 -0.094 0.120 -0.130
H 2.1555 3.9161 -6.7371 0.160 -0.102 -0.150
H 2.3810 2.1539 -6.8131 -0.097 0.090 0.148
H 0.1195 2.4216 -2.0274 0.172 0.114 0.183
H 0.8787 1.5503 -3.3942 -0.093 0.136 0.103
H -0.8835 1.6695 -3.2717 -0.026 0.200 -0.229
C -5.9045 -6.6527 3.0768 -0.567 -0.146 0.540
O -5.0728 -6.4272 1.9516 1.841 -2.985 0.579
P -3.4174 -6.1043 2.3371 -0.536 9.631 -2.892
O -3.8248 -4.7385 2.9072 0.101 -1.237 0.914
O -3.0929 -5.9347 0.7293 0.077 -1.158 1.039
C -3.4638 -6.9802 -0.1467 -0.301 -0.272 -0.777
O -1.7622 -5.7813 2.7227 -0.026 -3.456 0.744
C -1.1932 -4.5459 2.3164 -0.242 0.236 -0.292
H -6.8810 -6.9935 2.7239 0.210 -0.013 -0.083
H -5.4679 -7.4301 3.7123 -0.343 0.100 0.030
H -6.0378 -5.7321 3.6487 0.137 -0.077 -0.049
H -4.4349 -6.7473 -0.5883 0.016 -0.200 0.053
H -3.5138 -7.9375 0.3751 -0.065 -0.035 -0.230
H -2.7252 -7.0495 -0.9482 0.021 0.048 0.179
H -1.4774 -3.7625 3.0176 -0.215 0.026 0.052
H -1.4911 -4.2696 1.3011 -0.023 -0.049 0.126
H -0.1071 -4.6466 2.3388 -0.044 -0.323 0.041
```
Forces are in eV/Å.

Output
net charge	+1
gap between HOMO and LUMO	6.1	eV

Here are the natural (NBO) charges for atoms 1 to 8, given in e: -0.62 -0.79 1.19 -0.89 -0.71 0.74 -0.47 -0.02

[5]
# C5H8S3

A single C5H8S3 molecule (ωB97M-V with the def2-TZVPD basis set, OMol25).

Geometry as XYZ:
```
16
Properties=species:S:1:pos:R:3:forces:R:3
S -2.6964 -0.0821 0.2782 0.220 -0.101 -0.072
C -1.0870 -0.0647 -0.0320 -0.071 0.659 0.038
S -0.2303 -1.5616 0.0128 0.160 -0.332 -0.066
C 1.3869 -1.2548 -0.7254 0.627 -0.281 -0.805
C 2.4432 -0.6956 0.2309 -1.792 0.376 0.204
C 1.9637 0.6049 0.9113 2.075 0.129 -1.061
C 1.4163 1.6026 -0.0898 -1.153 -0.596 0.063
S -0.4078 1.5214 -0.4075 0.045 -0.276 0.119
H 1.7551 -2.2098 -1.1567 -0.467 0.235 0.506
H 1.2649 -0.6434 -1.6386 -0.093 0.072 0.580
H 3.3146 -0.5336 -0.3392 1.184 0.481 -0.751
H 2.7172 -1.4251 0.9696 -0.065 -0.442 0.488
H 2.8706 1.0803 1.3311 -0.427 -0.225 0.164
H 1.2927 0.4003 1.7022 -0.805 -0.139 0.822
H 1.8923 1.5224 -1.0504 0.441 0.028 -0.326
H 1.5063 2.6106 0.2767 0.119 0.414 0.096
```
Forces are in eV/Å.

Output
SMILES	S=C1SCCCCS1
net charge	0
gap between HOMO and LUMO	8.4	eV

Here are the natural (NBO) charges for atoms 1 to 8, given in e: 0.00 -0.56 0.37 -0.57 -0.40 -0.42 -0.52 0.31

[6]
# C2H2CuFLiO

A molecular structure, C2H2CuFLiO (ωB97M-V with the def2-TZVPD basis set, OMol25).

Geometry as XYZ:
```
8
Properties=species:S:1:pos:R:3:forces:R:3
H -0.8696 0.6513 -1.2025 -2.423 -3.138 0.057
C -0.1313 -1.1885 -0.0685 1.985 -4.629 1.721
C -0.6913 0.0177 -0.1343 -2.529 5.903 -4.752
O 0.1021 1.1162 -0.1385 2.327 2.584 4.436
Li -1.0985 2.0177 1.3293 0.338 -0.404 -0.717
Cu 1.9714 0.7193 0.0527 0.585 0.497 0.114
F 1.2730 -1.2276 -0.1617 -0.692 -0.922 -0.783
H -0.5558 -2.1061 0.3235 0.409 0.108 -0.075
```
Forces are in eV/Å.

Output
net charge	+1
gap between HOMO and LUMO (spin up / spin down)	6.0 / 7.6	eV
spin multiplicity	3

Quick look at the natural (NBO) charges, all values in e: 0.22 0.18 -0.12 -0.96 0.96 0.91 -0.40 0.20

For the records above, the corresponding max |F| values read 0.65, 3.05, 0.19, 10.14, 2.33, 7.99 eV/A.